Density functional theory data (ωB97M-V/def2-TZVPD) for a cluster of 11 separate species, C48H48F5N5O28S in total.

Atoms and positions in Å:
O -8.9602 28.2280 -2.2080
N -8.1318 27.8415 -3.0096
O -7.9800 26.6629 -3.3033
C -7.3748 28.8385 -3.7337
C -7.3295 30.1496 -3.2924
C -6.5309 31.0976 -3.9510
C -5.8578 30.6369 -5.0764
C -5.9902 29.3631 -5.5993
C -6.6520 28.4182 -4.8440
H -7.8962 30.3890 -2.4005
H -6.3964 32.0739 -3.5136
H -5.3278 31.4381 -5.5818
H -5.4829 29.0802 -6.5105
H -6.8031 27.4299 -5.2552
O -4.1218 24.4666 0.6069
N -5.0062 23.7020 0.9848
O -4.6846 22.6501 1.5261
C -6.3906 24.0943 0.9519
C -7.3195 23.6339 1.8697
C -8.6569 23.9482 1.6738
C -9.0871 24.7756 0.6509
C -8.1066 25.3039 -0.2308
C -6.8096 24.8749 -0.1362
H -6.9390 22.9596 2.6250
H -9.4065 23.7081 2.4183
H -10.1498 24.9695 0.6233
H -8.4290 25.9024 -1.0729
H -6.0535 25.2577 -0.8113
O -4.7333 18.8064 -4.4681
N -4.4265 19.3897 -3.4438
O -3.4133 20.0509 -3.3211
C -5.3657 19.3348 -2.3507
C -6.5043 18.5068 -2.4083
C -7.4151 18.3911 -1.3744
C -7.2491 19.1641 -0.2259
C -6.0962 19.9289 -0.1402
C -5.1711 20.0301 -1.1622
H -6.6843 17.8539 -3.2519
H -8.1528 17.6069 -1.4727
H -8.0185 19.0977 0.5314
H -5.9837 20.6219 0.6848
H -4.3838 20.7612 -1.0368
O -8.8665 19.1634 -6.0540
N -8.2538 20.0940 -5.5613
O -7.2755 20.5828 -6.0841
C -8.6618 20.6287 -4.2672
C -9.8695 20.1563 -3.7523
C -10.2715 20.5811 -2.4934
C -9.4903 21.4881 -1.7679
C -8.3061 21.9871 -2.2667
C -7.9297 21.5500 -3.5410
H -10.5318 19.4329 -4.2046
H -11.2247 20.2581 -2.0993
H -9.8752 21.8790 -0.8328
H -7.6281 22.7146 -1.8456
H -7.2273 22.1182 -4.1409
O -4.4031 16.6261 4.5141
N -5.5520 16.6514 4.1201
O -6.2481 15.6617 4.0350
C -6.2289 17.9482 3.8768
C -5.4494 19.0941 3.8214
C -6.0495 20.3197 3.6117
C -7.4420 20.3812 3.4472
C -8.2032 19.2294 3.6347
C -7.5980 18.0001 3.8252
H -4.3901 18.9529 3.9895
H -5.4884 21.2311 3.4664
H -7.9910 21.2918 3.2579
H -9.2758 19.3322 3.5396
H -8.1280 17.0823 4.0398
O -11.5415 26.4910 2.5370
C -11.1869 26.2039 3.6344
O -9.8999 25.9442 3.8904
C -9.7167 25.7330 5.2812
C -11.1414 25.3579 5.7223
F -11.4260 25.7263 6.9751
O -11.9372 26.0275 4.7570
H -8.9438 25.0702 5.6665
H -9.3691 26.7342 5.5624
H -11.2917 24.2887 5.5478
O -11.1851 22.1508 4.1883
C -11.7722 21.6362 3.2839
O -13.0994 21.5731 3.2347
C -13.5001 20.5835 2.2642
C -12.2209 20.4825 1.4432
F -12.2449 21.3911 0.4131
O -11.2342 20.7688 2.3656
H -13.7855 19.7324 2.8810
H -14.3409 20.8983 1.6509
H -12.0865 19.5228 0.9470
O -6.3536 22.5831 5.6563
C -5.8399 23.6056 5.3462
O -4.8280 23.7295 4.4952
C -4.2170 25.0278 4.5569
C -5.4311 25.7977 5.0800
F -6.1799 26.2824 4.0538
O -6.1523 24.8546 5.8401
H -3.4205 24.9470 5.2947
H -3.9183 25.2606 3.5388
H -5.0201 26.6072 5.6824
O -6.2025 24.3128 -4.1849
C -5.3108 25.1037 -4.1824
O -4.7991 25.7428 -5.2050
C -3.6014 26.4604 -4.8262
C -3.6601 26.3390 -3.2950
F -4.0944 27.5312 -2.7643
O -4.6685 25.4197 -3.0175
H -2.7068 25.9753 -5.2116
H -3.7398 27.4649 -5.2149
H -2.6873 26.0693 -2.8880
O 1.0787 28.5851 0.4312
C 0.1375 27.8513 0.5177
O -0.2604 27.2551 1.6235
C -1.1934 26.2320 1.3482
C -1.5177 26.4600 -0.1613
F -2.8148 26.8510 -0.1968
O -0.6193 27.4544 -0.5242
H -0.7103 25.2572 1.4315
H -2.0889 26.2559 1.9624
H -1.2528 25.4635 -0.5158
C -4.9216 28.2089 1.3579
C -6.1745 28.8274 1.9877
O -7.0357 29.2695 0.9439
S -8.4245 29.9901 1.3226
C -9.3649 28.4811 1.3046
O -8.3051 30.4762 2.6724
O -8.8329 30.8319 0.2276
H -5.1272 27.4736 0.5849
H -4.2756 27.9634 2.2021
H -4.3772 29.0303 0.8837
H -6.6097 28.1105 2.6852
H -5.8618 29.7201 2.5308
H -9.3518 28.0614 2.3035
H -8.9460 27.9986 0.4260
H -10.3894 28.7233 1.0188

Computed properties:
* E_LUMO: -1.16 eV
* largest force on an atom: 3.70 eV Å⁻¹
* relative energy (zero: lowest compared OMol25 entry of this formula, charge and spin): 0.0 kJ/mol

---

Density functional theory data (ωB97M-V/def2-TZVPD) for a cluster of 3 separate species, C4H16NO3 in total.

Atoms and positions in Å:
O -0.7682 -1.3551 -1.6991
C 0.6172 -1.2355 -1.3043
C 0.8226 -0.1510 -0.2598
N -0.1623 -0.2626 0.8668
C -0.8916 0.9324 1.2600
C 2.2723 -0.1518 0.2273
H -1.1034 -0.4952 -1.9770
H 1.2381 -1.1338 -2.1988
H 0.8024 -2.1894 -0.9020
H 0.5372 0.7702 -0.7488
H -0.8429 -0.9483 0.5726
H 0.1788 -0.8093 1.7061
H -1.5721 1.2670 0.4851
H -0.2811 1.8386 1.2986
H -1.4010 0.8086 2.2070
H 2.3010 -0.3589 1.2769
H 2.8078 -1.0409 -0.1239
H 2.8632 0.7293 -0.0062
H -2.6668 -1.8091 -0.2414
H -3.1350 -1.7593 1.1757
O -2.7871 -1.1746 0.4838
H 2.1039 2.9005 0.1100
H 0.9518 3.8688 0.0113
O 1.1391 2.9302 0.1293

Computed properties:
* E_LUMO (spin up / spin down): 0.29 / 0.13 eV
* largest force on an atom: 2.18 eV Å⁻¹
* multiplicity: 2
* relative energy (zero: lowest compared OMol25 entry of this formula, charge and spin): 175.5 kJ/mol